Molecular formula: C11H25F5NO3P2TeY
Method: DFT, ωB97M-V with the def2-TZVPD basis set

Computed properties:
- Energy relative to the best compared isomer or geometry (same formula, charge and spin): 228.5 kJ/mol
- HOMO-LUMO gap (alpha / beta): 4.0096 / 3.5421 eV

Geometry as ORCA input:
```
! wB97M-V def2-TZVPD RIJCOSX def2/J DEFGRID3
* xyz 0 1
C -0.48 3.50 -0.18
C -0.48 2.37 0.64
N 0.46 1.41 0.59
C 1.50 1.63 -0.25
C 1.60 2.78 -1.04
C 0.61 3.75 -1.01
C -1.59 2.29 1.68
P -2.11 0.63 2.07
Y 0.67 -1.07 1.75
P 2.54 -0.83 -1.32
C 2.65 0.63 -0.26
O -2.85 0.91 -3.36
O 1.08 -1.46 -0.96
H -1.35 4.15 -0.15
H 2.48 2.89 -1.67
H 0.67 4.64 -1.63
C -3.36 0.56 3.33
C -2.63 -0.22 0.58
H 3.54 1.17 -0.62
H 2.87 0.30 0.78
H -2.45 2.81 1.31
H -1.21 2.75 2.62
C 3.80 -2.03 -0.87
C 2.55 -0.43 -3.05
H 0.47 -2.21 -3.14
H 0.71 -2.12 -1.56
H -2.84 0.35 -4.13
H -2.93 1.80 -3.71
H -0.99 0.06 2.73
H -0.16 -2.69 -3.33
H -4.33 0.74 2.86
H -3.33 -0.44 3.77
H -3.15 1.31 4.10
H -3.73 -0.14 0.52
H -2.18 0.19 -0.34
H -2.38 -1.28 0.66
H 3.59 -0.18 -3.29
H 2.24 -1.27 -3.70
H 1.92 0.45 -3.24
H 4.74 -1.78 -1.39
H 4.02 -2.03 0.20
H 3.52 -3.04 -1.18
F 0.59 -4.40 1.85
Te -1.09 -3.71 2.67
F -0.81 -2.59 0.91
F 2.63 -0.65 2.20
F -2.70 -2.59 2.82
F -2.20 -4.76 1.43
O -0.13 -2.14 3.32
*
```